# 1
Computed, not measured: an isolated molecule of C3H12N2O2SSi, with ωB97M-V/def2-TZVPD.

Geometry as XYZ:
```
21
Properties=species:S:1:pos:R:3:forces:R:3
C -0.9865 1.9666 0.3186 1.1 1.1 -3.0
C -0.7427 -1.0643 1.5647 -2.0 0.0 0.0
C -2.3965 -0.5948 -0.9872 1.7 3.1 -2.0
N 3.1390 0.5572 -1.0667 1.0 -0.9 1.3
N 0.8096 -0.5882 -0.9510 -2.9 5.7 2.5
O 1.7271 0.7681 0.9545 -0.7 1.5 0.6
O 2.5643 -1.4737 0.5270 0.3 0.9 -0.8
Si -1.0170 0.0682 0.1096 2.5 -1.0 -1.2
S 2.0401 -0.2214 -0.0115 1.3 -2.2 -0.7
H -1.8655 2.2988 0.8277 -0.6 0.1 0.7
H -0.0624 2.4812 0.7532 -1.3 -1.2 -0.5
H -1.1551 2.4656 -0.7865 0.6 -1.3 2.5
H -1.5950 -0.8828 2.2748 1.1 -0.2 -0.1
H -0.8076 -2.1021 1.2600 -0.7 -0.3 -0.6
H 0.2278 -1.1166 1.9835 0.9 1.0 0.9
H -3.3472 -0.4467 -0.6397 -2.5 1.1 1.6
H -2.4746 -0.1424 -2.0295 0.6 -0.4 1.2
H -2.4436 -1.6040 -1.1001 0.8 -3.2 -0.4
H 3.5514 1.2495 -0.4026 0.1 -0.6 -1.0
H 3.8704 -0.1542 -1.3575 -1.1 1.2 0.5
H 0.9638 -1.4642 -1.2413 0.0 -4.2 -1.4
```
Forces are in eV/Å.

Results
SMILES string: C[Si](C)(C)NS(N)(=O)=O
Frontier orbital gap, eV: 10.14
HOMO level, Eh: -0.3497
Relative energy (zero: lowest compared OMol25 entry of this formula, charge and spin), kcal per mole: 33.84
2S+1: 1

---

# 2
Computed, not measured: a cluster of 12 separate species, C48H72O36 in total, with ωB97M-V/def2-TZVPD.

Geometry as XYZ:
```
156
Properties=species:S:1:pos:R:3:forces:R:3
C -0.8644 25.1698 -6.4220 2.3 -1.5 0.9
C -1.0555 26.0858 -5.2021 3.4 1.0 -3.8
C -1.3209 27.5733 -5.6366 -2.0 -3.0 0.4
O -2.4244 27.7829 -4.7303 0.5 1.7 0.9
C -2.8705 26.6529 -4.1833 -2.5 -0.8 1.0
O -3.8936 26.6027 -3.5338 2.0 -0.2 -0.9
O -2.0936 25.5634 -4.5389 -3.8 1.5 1.8
H -1.7194 24.8118 -6.9955 -0.3 0.4 0.6
H -0.3901 24.3497 -5.8829 -0.6 -1.1 -0.3
H -0.0396 25.2797 -7.1260 -0.1 1.3 -0.1
H -0.2528 26.0758 -4.4647 0.8 0.0 -0.6
H -1.8776 27.5958 -6.5734 0.9 0.1 -0.6
H -0.4169 28.1823 -5.6379 -0.6 0.4 0.7
C -1.7577 29.9181 -16.2092 1.2 -0.4 1.8
C -1.7280 29.3123 -14.7112 0.3 0.9 -4.9
C -3.0356 29.4489 -14.0205 1.9 1.4 0.1
O -2.8745 28.3419 -13.1818 -2.4 -0.7 2.6
C -2.1621 27.3950 -13.7930 1.7 -5.1 4.1
O -1.8527 26.2614 -13.2942 -2.0 4.6 -2.2
O -1.6422 27.9218 -14.8317 0.8 -2.2 -3.4
H -0.7898 29.6908 -16.6559 -0.1 -0.1 -0.1
H -1.8040 31.0072 -16.2034 -0.3 0.0 0.2
H -2.5362 29.4805 -16.8342 -0.1 0.0 0.3
H -0.7493 29.3642 -14.2341 -0.3 2.2 0.8
H -3.9003 29.4063 -14.6828 0.1 -0.3 0.0
H -2.9425 30.4324 -13.5598 -0.8 -0.3 0.9
C 15.0552 20.8125 -12.3592 0.1 0.4 -2.0
C 14.1440 19.8102 -11.7784 0.4 -0.5 0.8
C 13.6522 20.2340 -10.4639 1.7 0.9 1.2
O 12.3569 19.7547 -10.3840 -0.4 -0.3 2.1
C 11.8970 19.5536 -11.6022 -2.6 -0.1 -0.6
O 10.7085 19.4204 -11.8388 2.6 0.0 -0.2
O 12.9365 19.5698 -12.4539 -0.8 -0.1 -2.2
H 14.9580 20.6282 -13.4291 0.7 0.1 -0.3
H 16.0867 20.6514 -12.0456 -0.1 0.1 0.0
H 14.7590 21.8540 -12.2345 -0.1 -0.1 0.4
H 14.7051 18.8858 -11.6419 -0.3 -0.4 -0.5
H 13.6802 21.3197 -10.3717 -0.3 0.1 0.1
H 14.4206 19.8350 -9.8017 -0.9 -0.1 1.1
C 1.8681 9.0670 -16.6679 -0.9 -1.4 1.5
C 0.4731 9.3821 -15.9736 0.7 -0.8 -5.8
C -0.0480 8.2972 -15.0530 0.9 2.7 0.1
O 0.0493 9.1279 -13.8469 -0.6 -3.1 1.6
C 0.5322 10.3262 -14.0546 0.5 3.8 3.8
O 0.8290 11.1472 -13.1664 -0.8 -2.7 -2.6
O 0.5251 10.5851 -15.3374 0.8 1.7 0.5
H 2.6134 9.1072 -15.8736 0.3 0.4 -0.1
H 2.2253 9.5409 -17.5823 -0.6 0.5 0.3
H 1.8292 7.9965 -16.8692 0.0 -0.2 -0.4
H -0.2612 9.5759 -16.7555 0.0 -0.4 -0.4
H 0.6534 7.4637 -15.0905 -0.4 -0.2 0.7
H -1.0825 8.0828 -15.3212 0.1 -0.4 0.7
C 1.6813 17.2677 -4.3299 0.4 -0.9 0.3
C 3.0673 17.9051 -4.4475 -2.7 -1.6 -0.1
C 3.6868 18.0697 -5.8719 0.6 -0.1 2.1
O 4.2226 19.3796 -5.6948 0.8 0.3 0.1
C 3.7727 19.9692 -4.5580 1.0 4.1 -0.4
O 4.1929 21.1088 -4.2396 -2.0 -4.5 -0.5
O 2.7811 19.2001 -4.0226 1.4 3.5 -0.1
H 0.9721 17.9343 -4.8206 -0.1 -0.3 0.0
H 1.4654 17.1692 -3.2660 -0.3 0.5 0.1
H 1.5927 16.2285 -4.6467 0.2 0.1 -0.6
H 3.6332 17.5918 -3.5702 1.2 -1.1 -1.0
H 3.0911 18.0737 -6.7847 -0.5 -0.2 0.5
H 4.4812 17.3268 -5.9429 0.2 0.2 -0.4
C 8.3399 26.7786 -4.7213 0.2 -0.2 0.2
C 8.8571 25.4879 -5.4331 -0.1 4.1 1.9
C 9.6600 25.7374 -6.6647 -1.3 1.6 0.5
O 10.4420 24.6262 -6.5765 2.7 -3.2 -1.9
C 10.7482 24.3666 -5.2930 2.1 -3.8 1.7
O 11.5453 23.5198 -4.8361 -2.3 3.2 -2.2
O 9.9263 25.0726 -4.5484 -1.2 -0.6 0.8
H 9.1579 27.2563 -4.1822 0.5 -0.2 -0.4
H 7.6675 26.6014 -3.8819 -0.5 -0.3 -0.5
H 7.9686 27.5566 -5.3884 -0.4 -0.3 -0.1
H 8.0769 24.7746 -5.6990 0.2 -0.5 0.7
H 10.3767 26.5584 -6.6445 -0.7 0.7 0.1
H 8.9224 25.8252 -7.4624 0.8 -0.5 -0.7
C 5.6746 13.7646 -16.8238 0.9 -0.3 0.1
C 6.8707 13.0030 -16.1217 -1.6 1.0 -1.1
C 6.4858 12.2514 -14.8494 -0.3 1.0 -0.1
O 7.0293 10.9762 -15.0861 -0.1 -1.6 1.1
C 7.4689 10.7820 -16.3478 0.0 -2.1 -0.3
O 7.8600 9.7033 -16.8004 -0.9 3.3 1.2
O 7.3120 11.9367 -16.9865 0.6 0.5 -1.1
H 5.8848 13.9917 -17.8689 0.5 -0.2 0.0
H 5.5631 14.7447 -16.3600 -0.3 -0.1 0.3
H 4.7281 13.2258 -16.8666 0.1 -0.2 0.5
H 7.6464 13.7596 -16.0033 0.4 -0.4 0.0
H 5.4063 12.3190 -14.7143 -0.3 -1.0 -0.5
H 6.7932 12.6446 -13.8803 0.9 0.0 -0.3
C 9.8451 23.8479 -16.7940 -0.4 0.2 -0.2
C 9.4023 23.1681 -18.1084 0.4 -0.3 0.8
C 9.8714 21.7079 -18.4064 1.0 2.5 1.9
O 8.7806 21.1551 -19.0632 -1.1 -1.3 -0.2
C 7.6448 21.7660 -18.6878 -2.9 3.9 -2.4
O 6.4935 21.6231 -19.1217 4.0 -0.8 2.1
O 7.9945 23.0404 -18.0775 -0.9 -2.8 -0.5
H 10.8856 24.1718 -16.7726 0.0 -0.1 -0.2
H 9.6366 23.3296 -15.8581 0.1 -0.8 -0.3
H 9.2002 24.7176 -16.6682 0.2 0.3 -0.3
H 9.6519 23.7994 -18.9612 0.1 0.2 0.0
H 10.0655 21.2513 -17.4359 -0.1 -0.6 -0.1
H 10.8061 21.7930 -18.9607 -0.4 -0.7 -0.5
C 0.8537 32.5937 -8.7557 0.6 0.1 0.3
C 2.1521 31.8845 -9.2117 -0.2 1.7 0.9
C 3.4010 31.5981 -8.2465 -3.4 1.7 -0.5
O 3.8669 30.4116 -8.8199 2.0 1.0 0.6
C 2.8317 29.8080 -9.3305 0.5 -7.4 -2.1
O 2.8682 28.5772 -9.5933 -0.5 4.2 0.8
O 1.8236 30.5901 -9.5765 -1.3 -0.6 -0.8
H 0.1272 32.8283 -9.5337 0.5 -0.3 -0.6
H 1.1169 33.5702 -8.3491 -0.1 -0.1 0.4
H 0.2533 31.9906 -8.0747 0.5 0.0 0.5
H 2.5423 32.4560 -10.0539 0.1 -0.2 -0.4
H 2.9683 31.3210 -7.2852 0.5 0.6 0.5
H 3.9765 32.5213 -8.3143 0.8 -0.8 0.4
C -2.8731 15.6511 -13.7545 -1.3 0.9 0.1
C -3.2960 16.2709 -12.4311 -0.9 -2.4 1.5
C -3.4131 15.2328 -11.2163 1.4 2.4 -0.7
O -2.7470 16.0258 -10.2278 0.3 0.1 1.4
C -2.1117 17.1734 -10.6827 -0.6 -2.5 0.2
O -1.3948 17.8318 -10.0070 -0.4 0.3 -0.4
O -2.3806 17.2636 -11.9888 0.1 0.8 -0.7
H -3.1445 14.6001 -13.8543 0.7 -0.2 0.6
H -1.8202 15.9084 -13.8693 -0.1 -0.5 -0.5
H -3.5320 16.0527 -14.5244 0.6 0.6 -0.4
H -4.3291 16.5928 -12.2997 0.2 1.2 -1.3
H -2.8904 14.2856 -11.3497 -0.2 0.0 0.1
H -4.4754 15.1840 -10.9770 0.3 -0.7 0.3
C -1.2107 22.2504 -19.5687 0.3 0.1 -0.7
C -0.6158 23.6758 -19.6734 -1.0 0.4 0.0
C 0.5897 23.9965 -20.6037 -0.2 -1.5 1.2
O 0.1464 25.1017 -21.3327 0.8 1.3 -0.4
C -1.0498 25.5454 -20.9311 -3.5 1.2 -2.0
O -1.6651 26.5219 -21.4006 2.6 -3.0 1.9
O -1.6374 24.5916 -20.1420 0.4 0.9 -0.6
H -2.0179 22.0717 -18.8583 0.7 0.5 0.9
H -0.4004 21.5237 -19.5106 0.0 0.0 0.6
H -1.7685 21.9064 -20.4397 0.4 0.7 -0.8
H -0.3401 24.1963 -18.7563 0.0 -1.1 0.7
H 0.9694 23.1925 -21.2342 -0.5 0.1 -0.4
H 1.4053 24.1950 -19.9083 0.3 0.7 -0.4
C 4.5452 21.9138 -12.5478 1.5 0.1 0.6
C 3.4471 20.9400 -12.3992 -1.4 1.2 -0.6
C 2.7787 20.7955 -13.7627 -1.7 -1.2 -1.2
O 2.8874 19.3916 -14.0464 1.1 -1.2 1.1
C 3.5586 18.7776 -13.0138 0.5 -3.2 -0.2
O 3.7902 17.5672 -12.8949 -0.9 3.7 -0.8
O 3.9726 19.6824 -12.1137 0.3 -1.3 -0.1
H 5.0660 22.0189 -11.5960 -0.1 0.5 0.0
H 4.2778 22.8665 -13.0049 -0.2 -0.1 0.3
H 5.2684 21.4063 -13.1860 0.1 0.2 -0.3
H 2.7348 21.1232 -11.5947 -0.1 0.5 -0.1
H 3.1480 21.3345 -14.6352 0.9 0.2 0.4
H 1.7058 20.9475 -13.8811 -0.2 0.5 1.0
```
Forces are in eV/Å.

Results
SMILES string: C[C@H]1COC(=O)O1.C[C@H]1COC(=O)O1.C[C@H]1COC(=O)O1.C[C@H]1COC(=O)O1.C[C@H]1COC(=O)O1.C[C@H]1COC(=O)O1.C[C@H]1COC(=O)O1.C[C@H]1COC(=O)O1.C[C@H]1COC(=O)O1.C[C@H]1COC(=O)O1.C[C@H]1COC(=O)O1.C[C@H]1COC(=O)O1
Frontier orbital gap, eV: 10.67
HOMO level, Eh: -0.3867
Relative energy (zero: lowest compared OMol25 entry of this formula, charge and spin), kcal per mole: 319.69
2S+1: 1

---

# 3
Computed, not measured: an isolated molecule of C4H10O2, with ωB97M-V/def2-TZVPD.

Geometry as XYZ:
```
16
Properties=species:S:1:pos:R:3:forces:R:3
C 1.6435 0.2003 -0.1836 0.1 0.0 0.0
C 0.1738 0.1560 0.2103 0.2 -0.2 -0.1
C -0.0747 -0.9594 1.2287 -0.1 0.0 0.0
O -0.1723 1.4092 0.7768 -0.2 0.1 0.0
C -0.6902 -0.0125 -1.0486 0.2 -0.1 -0.1
O -2.0436 0.2848 -0.7076 -0.1 0.0 -0.1
H 1.8486 1.0776 -0.8059 -0.1 -0.1 0.1
H 2.2811 0.2530 0.7049 -0.1 0.0 -0.1
H 1.9121 -0.7033 -0.7434 0.0 0.1 0.1
H 0.2612 -1.9332 0.8522 -0.1 0.2 0.0
H 0.4804 -0.7315 2.1445 -0.1 0.0 -0.1
H -1.1380 -1.0320 1.4809 0.1 0.0 -0.1
H -1.1410 1.4311 0.7010 0.2 0.2 0.2
H -0.3229 0.6848 -1.8137 -0.1 -0.1 0.1
H -0.6271 -1.0343 -1.4457 0.0 0.1 0.1
H -2.3909 0.9094 -1.3508 0.0 -0.1 0.1
```
Forces are in eV/Å.

Results
SMILES string: CC(C)(O)CO
Frontier orbital gap, eV: 10.81
HOMO level, Eh: -0.3698
Relative energy (zero: lowest compared OMol25 entry of this formula, charge and spin), kcal per mole: 11.04
2S+1: 1

---

# 4
Computed, not measured: an isolated molecule of C4H9NO4, with ωB97M-V/def2-TZVPD.

Geometry as XYZ:
```
18
Properties=species:S:1:pos:R:3:forces:R:3
C 0.7701 1.6452 1.0616 -0.1 0.0 -0.4
C -0.5084 0.2594 -0.9595 -1.3 -1.7 0.7
N 0.0548 0.2103 -2.2540 0.2 0.2 -0.1
O 0.8240 0.6559 0.0517 0.7 -1.3 0.3
O -1.5647 0.8606 -0.7061 0.5 0.2 -0.1
H -0.5106 0.7273 -2.9141 0.1 0.2 0.1
H 1.0251 0.4886 -2.2773 0.0 0.0 0.0
H 1.5270 2.4072 0.8520 -0.1 0.0 0.0
H 0.9877 1.2170 2.0452 -0.1 -0.1 -0.1
H -0.2248 2.0945 1.0628 -0.1 0.1 0.1
C 0.6777 -1.2383 0.5282 0.4 0.9 0.5
C -0.5387 -1.2912 -0.2790 -0.3 1.4 -0.7
O 0.5626 -1.3491 1.8287 0.0 0.2 -0.4
O -1.6635 -1.3529 0.5533 0.2 -0.1 0.0
H -0.4065 -1.2940 2.0112 0.1 -0.1 -0.1
H -2.1384 -0.5103 0.3438 0.1 0.1 0.0
H 1.6522 -1.4998 0.1299 -0.1 0.1 0.1
H -0.5256 -2.0302 -1.0783 0.0 -0.1 0.1
```
Forces are in eV/Å.

Results
Frontier orbital gap, eV: 10.02
HOMO level, Eh: -0.3420
Relative energy (zero: lowest compared OMol25 entry of this formula, charge and spin), kcal per mole: 77.50
2S+1: 1